# 1
{"formula": "C10H8O2S2", "method": "the ωB97M-V functional and the def2-TZVPD basis", "species": ["H", "C", "H", "C", "S", "C", "H", "H", "C", "H", "C", "C", "O", "S", "H", "C", "C", "H", "C", "O", "H", "C"], "coordinates": [[-0.69334, -3.19412, -0.21161], [0.07885, -1.19641, -0.14499], [-2.08816, 1.46431, 1.51702], [-0.29630, -0.13665, -1.14096], [-2.97583, -0.51494, 0.54014], [0.74528, 0.53673, -1.96095], [-2.94432, -2.65720, -0.12299], [0.70321, 0.41976, -3.09457], [1.65057, 1.56667, 0.07912], [-1.20170, -0.17981, -1.68768], [0.64533, 1.19212, 0.90960], [-0.40425, 0.32666, 0.32426], [2.62234, -0.66017, 0.77546], [1.88523, -1.87592, 0.44741], [2.20980, 2.40343, 0.34520], [1.70301, 1.27053, -1.32265], [-1.64348, 0.51789, 0.91338], [0.69922, 1.36928, 1.98626], [-0.90610, -2.19705, -0.06358], [1.50115, -2.72905, 1.58095], [2.44915, 1.79418, -1.92331], [-2.22495, -1.97122, -0.01396]], "forces_ev_per_a": [[1.2, -2.1, 0.1], [0.3, 0.5, -0.4], [1.9, -2.4, -1.2], [1.7, 0.3, 0.5], [1.3, 0.8, 0.5], [1.3, 0.7, 0.2], [-2.3, -2.9, -0.4], [0.1, 0.1, 1.8], [-2.4, 0.3, 0.5], [-1.1, -0.6, -0.1], [1.4, -0.2, -1.6], [0.7, 1.3, 1.2], [0.3, -0.2, 0.5], [0.5, -0.9, -0.9], [1.7, 0.7, 1.0], [-1.2, -0.5, -2.0], [-4.0, 0.5, 0.1], [-0.4, 0.3, -0.5], [-2.0, 1.1, -0.1], [-0.4, 0.5, 0.0], [-0.1, -0.3, 0.2], [1.4, 2.7, 0.7]], "homo_ha": [-0.271, -0.271], "de_lowest_kcal_mol": 55.49, "charge": 0, "e_lumo_ev": [-1.7, -1.7], "spin_multiplicity": 1}

---

# 2
{"formula": "C10H8O3S", "method": "the ωB97M-V functional and the def2-TZVPD basis", "species": ["S", "H", "H", "H", "C", "H", "H", "O", "C", "H", "C", "O", "C", "H", "C", "C", "C", "C", "C", "C", "H", "O"], "coordinates": [[-1.01494, -1.37174, -0.18007], [2.89629, -2.64362, 0.57085], [0.83815, -3.89474, 1.73077], [0.28055, 3.98430, -1.06651], [0.73911, -3.04502, 1.10725], [1.11483, 2.51798, -2.62360], [1.91234, -1.60844, -0.11196], [-1.70687, -1.83695, -1.29059], [-0.75175, 2.58937, 0.15820], [1.94014, -1.48674, 1.73165], [0.13265, 2.97226, -0.85193], [-2.02294, -0.72722, 0.97297], [-0.48526, 0.38533, -0.57843], [-0.98081, 3.28608, 0.90412], [-1.09124, 1.27513, 0.38148], [0.70289, 2.08309, -1.73232], [0.29364, 0.79575, -1.59337], [1.96932, -2.23198, 0.91601], [-2.05661, 0.63456, 1.24308], [-0.50384, -2.82278, 0.67301], [0.68972, 0.04623, -2.31684], [-2.89536, 1.09915, 1.95624]], "forces_ev_per_a": [[1.5, 1.3, 2.9], [0.7, -1.1, 1.3], [0.1, -1.1, 0.4], [0.3, 1.6, 0.3], [-0.6, 0.4, -1.1], [0.8, -0.4, -0.2], [-0.8, -0.7, 2.2], [-2.0, -0.7, -3.3], [0.9, -0.2, 0.6], [1.1, -0.4, -0.3], [-0.5, -0.6, 0.2], [-0.1, -0.9, 0.5], [-1.9, -0.7, 2.7], [-0.9, 1.3, 0.7], [2.4, -0.6, -3.2], [-1.7, 1.6, 0.0], [1.9, -2.9, -2.0], [-0.9, 3.1, -2.9], [-1.1, -0.4, -0.1], [0.5, 1.1, 0.7], [-0.5, 0.4, 0.6], [0.8, -0.3, -0.1]], "homo_ha": -0.324, "smiles": "CC=C=[S@@]1(=O)OC(=O)c2ccccc21", "de_lowest_kcal_mol": 66.11, "charge": 0, "e_lumo_ev": -0.8, "spin_multiplicity": 1}